Record 1
Here is a molecular structure, C20H30N3OS2 in a non-equilibrium geometry from the Open Molecules 2025 dataset. Energies are from the ωB97M-V functional and the def2-TZVPD basis.

ORCA input file:
```
! wB97M-V def2-TZVPD RIJCOSX def2/J DEFGRID3
* xyz 1 1
C 2.32 5.17 3.47
C 0.94 4.54 2.96
C -0.14 3.90 3.90
C -1.44 3.27 3.30
C -1.73 3.27 1.75
C -3.03 2.59 1.13
C -4.31 3.57 1.01
C -3.39 1.32 2.10
C -0.66 3.94 0.85
O -0.82 4.02 -0.60
C 0.25 3.27 -1.24
S 0.29 1.61 -0.39
N 1.74 1.47 0.57
C 1.79 0.20 0.91
S 1.89 -1.46 0.97
C 0.64 4.57 1.45
H 2.66 4.58 4.40
H 3.12 4.96 2.66
H 2.18 6.28 3.67
H 0.08 3.88 5.02
H -2.18 2.79 4.04
H -2.76 2.21 0.09
H -4.20 4.56 1.56
H -5.22 2.98 1.42
H -4.52 3.72 -0.12
H -3.87 1.68 3.07
H -2.37 0.79 2.27
H -4.08 0.66 1.48
H 1.26 3.82 -1.20
H -0.07 3.15 -2.34
H 0.30 0.68 -1.44
H 1.41 5.02 0.73
C -1.96 -2.71 -4.62
C -0.45 -2.56 -4.67
C 0.12 -1.78 -3.48
C -0.33 -0.39 -3.46
N -0.69 0.71 -3.44
H -2.47 -1.74 -4.67
H -2.31 -3.31 -5.47
H -2.27 -3.21 -3.70
H -0.17 -2.06 -5.61
H 0.00 -3.55 -4.69
H 1.21 -1.80 -3.54
H -0.16 -2.28 -2.55
C 2.31 -7.36 0.14
C 3.43 -6.40 0.48
C 2.96 -4.94 0.60
C 2.47 -4.41 -0.68
N 2.09 -4.00 -1.68
H 1.87 -7.15 -0.84
H 2.69 -8.39 0.12
H 1.51 -7.32 0.89
H 4.22 -6.48 -0.27
H 3.87 -6.70 1.44
H 3.80 -4.33 0.94
H 2.17 -4.86 1.35
*
```

Output
- maximum force (eV Å⁻¹) = 5.14
- HOMO energy (eV) = -11.20
- DFT total energy (a.u.) = -1815.42634

natural (NBO) population analysis, charges in e, atoms 1 to 2: -0.655, 0.011



Record 2
Here is 2 unconnected molecules or ions with the total composition C2H8NO from the Open Molecules 2025 dataset. Energies are from the ωB97M-V functional and the def2-TZVPD basis.

ORCA input file:
```
! wB97M-V def2-TZVPD RIJCOSX def2/J DEFGRID3
* xyz -1 1
O -1.39 0.49 1.78
H -2.32 0.68 1.62
C 1.66 -0.21 -0.19
N 0.35 0.37 -0.48
C -0.45 -0.52 -1.29
H 2.45 0.54 -0.29
H 1.92 -0.92 -0.98
H 1.72 -0.62 0.82
H -0.20 0.44 0.40
H 0.16 -0.96 -2.07
H -0.84 -1.32 -0.64
H -1.31 -0.02 -1.70
*
```

Output
- maximum force (eV Å⁻¹) = 0.76
- HOMO energy (eV) = -2.66
- DFT total energy (a.u.) = -210.95926
- energy relative to the best compared isomer or geometry (same formula, charge and spin) (kJ/mol) = 65.6

natural (NBO) population analysis, charges in e, atoms 1 to 2: -1.343, 0.398



Record 3
Here is a molecular structure, C29H38FeIN5O3 in a non-equilibrium geometry from the Open Molecules 2025 dataset. Energies are from the ωB97M-V functional and the def2-TZVPD basis.

ORCA input file:
```
! wB97M-V def2-TZVPD RIJCOSX def2/J DEFGRID3
* xyz 0 1
Fe 1.29 0.26 0.93
C -0.42 -3.97 0.06
C -1.08 -3.17 1.14
N -1.97 -3.75 1.88
C -2.52 -3.06 2.91
C -2.15 -1.79 3.25
C -2.73 -1.20 4.51
O -1.74 -1.00 5.53
C -1.19 -1.10 2.45
C -0.82 0.22 2.84
N 0.06 1.01 2.33
C 0.21 2.31 2.89
C -0.64 2.85 3.87
C -0.43 4.09 4.43
C 0.64 4.88 4.04
C 1.46 4.41 3.03
C 1.23 3.16 2.48
I 2.44 2.66 0.83
C -0.66 -1.80 1.33
O 0.15 -1.29 0.49
H -0.72 -5.01 0.16
H 0.67 -3.88 0.13
H -0.71 -3.61 -0.93
H -3.27 -3.58 3.49
H -3.52 -1.85 4.88
H -3.17 -0.21 4.34
H -1.27 -1.83 5.63
H -1.34 0.57 3.72
H -1.50 2.29 4.20
H -1.12 4.45 5.18
H 0.82 5.85 4.48
H 2.28 5.02 2.67
C 2.18 -1.15 3.56
C 2.30 -0.61 2.17
O 3.22 -0.91 1.40
H 3.11 -1.64 3.88
H 1.36 -1.87 3.56
H 1.91 -0.35 4.25
C -0.81 -1.50 -5.13
N -1.60 -0.90 -4.09
C -1.69 -1.78 -2.94
C -1.05 0.41 -3.73
C -1.73 1.08 -2.56
C -2.99 1.65 -2.81
C -3.68 2.31 -1.81
C -3.11 2.38 -0.55
C -1.87 1.80 -0.30
C -1.12 1.14 -1.29
H -1.26 -2.45 -5.44
H 0.23 -1.72 -4.79
H -0.76 -0.84 -5.99
H -2.10 -2.75 -3.25
H -2.35 -1.35 -2.19
H -0.71 -1.95 -2.46
H -1.13 1.04 -4.62
H 0.02 0.30 -3.48
H -3.43 1.56 -3.81
H -4.64 2.76 -2.02
H -3.64 2.91 0.25
H -1.49 1.87 0.71
N 3.77 -0.05 -3.63
C 3.43 -1.33 -2.93
C 2.98 -0.99 -1.52
N 1.88 -0.03 -1.49
C 2.13 1.15 -2.27
C 2.56 0.85 -3.70
H 4.16 -0.22 -4.56
H 4.48 0.43 -3.07
H 4.32 -1.97 -2.92
H 2.64 -1.82 -3.50
H 3.82 -0.58 -0.95
H 2.67 -1.90 -1.00
H 0.95 -0.44 -1.62
H 2.92 1.73 -1.79
H 1.21 1.75 -2.27
H 2.83 1.76 -4.23
H 1.79 0.31 -4.25
*
```

Output
- maximum force (eV Å⁻¹) = 1.46
- HOMO energy (spin up / spin down) (eV) = -5.56 / -5.56
- DFT total energy (a.u.) = -3188.54637
- energy relative to the best compared isomer or geometry (same formula, charge and spin) (kJ/mol) = 95.9

Mulliken population analysis, charges in e, atoms 1 to 2: 0.136, -0.851



- Look up the DFT total energy of the first one.
  -1815.42634 a.u.